Version 1
A cluster of 2 separate species, CH3N2O2S in total. Source: the Open Molecules 2025 dataset; level of theory: ωB97M-V with the def2-TZVPD basis set.

As for the HOMO energy: -0.6401 Ha. As for the charge: +1. As for the HOMO-LUMO gap: 11.0 eV.

```
9
Properties=species:S:1:pos:R:3:nbo_charge:R:1
C -2.22 -1.41 -0.08 0.22
N -1.38 -0.66 0.03 -0.45
N 0.59 1.41 -0.01 -0.91
O 2.20 -0.12 1.20 -0.70
O 1.95 -0.36 -1.25 -0.70
S 1.61 0.20 -0.01 2.39
H -3.00 -2.01 0.14 0.24
H 0.11 1.34 0.82 0.45
H 0.14 1.60 -0.84 0.46
```



Version 2
The ion CH3N2O2S with charge +1. Source: the Open Molecules 2025 dataset; level of theory: ωB97M-V with the def2-TZVPD basis set.

As for the HOMO energy: -0.6321 Ha. As for the charge: +1. As for the HOMO-LUMO gap: 12.4 eV. As for the SMILES: C#[N+]S(N)(=O)=O.

```
9
Properties=species:S:1:pos:R:3:nbo_charge:R:1
C -0.55 2.37 -0.14 0.41
N -0.01 1.38 -0.08 -0.48
S 1.39 0.08 -0.02 2.41
N 0.75 -1.35 -0.01 -0.99
O 2.07 0.44 -1.15 -0.78
O 1.71 0.50 1.37 -0.79
H -0.98 3.42 -0.06 0.32
H 0.46 -1.80 -0.77 0.43
H -0.01 -1.44 0.73 0.46
```



Most stable: version 2. Least stable: version 1.



Version 1
A cluster of 3 separate species, CH8N4S in total. Source: the Open Molecules 2025 dataset; level of theory: ωB97M-V with the def2-TZVPD basis set.

As for the HOMO energy (spin up / spin down): -0.6222 / -0.6222 Ha. As for the charge: +2. As for the HOMO-LUMO gap (spin up / spin down): 7.7 / 7.8 eV.

```
14
Properties=species:S:1:pos:R:3:nbo_charge:R:1
C 2.45 -0.95 -5.32 -0.01
N 3.52 -0.72 -4.67 -0.19
N -3.26 0.41 5.70 -0.16
N 3.90 -1.09 -3.46 -0.57
N -4.47 0.49 5.95 -0.34
S -5.54 1.61 6.34 0.39
H 1.57 -1.40 -4.86 0.24
H 2.36 -0.29 -6.17 0.24
H 4.05 0.05 -5.15 0.46
H -2.88 1.41 5.55 0.36
H 4.79 -1.04 -3.09 0.43
H 3.39 -1.87 -3.01 0.41
H -5.01 -0.31 5.76 0.44
H -4.88 3.69 6.43 0.31
```



Version 2
The ion CH8N4S with charge +2. Source: the Open Molecules 2025 dataset; level of theory: ωB97M-V with the def2-TZVPD basis set.

As for the HOMO energy (spin up / spin down): -0.6917 / -0.6549 Ha. As for the charge: +2. As for the HOMO-LUMO gap (spin up / spin down): 8.5 / 6.9 eV.

```
14
Properties=species:S:1:pos:R:3:nbo_charge:R:1
C 0.66 -0.78 -0.25 -0.13
N 1.16 0.47 -0.55 -0.22
N -0.64 -0.48 0.47 -0.30
N 2.11 1.06 0.21 -0.41
N -1.77 -0.56 -0.16 -0.41
S -3.26 0.30 -0.17 0.50
H 0.36 -1.55 -0.93 0.29
H 1.11 -1.42 0.60 0.30
H 0.74 1.00 -1.37 0.47
H -0.66 0.22 1.14 0.41
H 2.62 1.89 -0.05 0.45
H 2.83 0.56 0.73 0.44
H -2.15 -1.56 -0.62 0.48
H -3.12 0.87 0.96 0.12
```



Most stable: version 1. Least stable: version 2.